# 1
Formula: C12H14FIN2Pd
Source: the Open Molecules 2025 dataset
Level of theory: ωB97M-V with the def2-TZVPD basis set

Structure (XYZ):
```
31
Properties=species:S:1:pos:R:3:forces:R:3:lowdin_charge:R:1
C 1.9289 -2.3478 1.8471 0.2 -0.4 0.3 -0.34
C 0.2223 -2.5466 -1.7506 -1.6 -1.4 -0.5 -0.60
H 2.8989 -2.7785 1.5152 -0.2 0.4 0.6 -0.08
H 1.2533 -3.1384 2.2175 0.3 0.2 0.2 -0.08
H 1.9725 -1.5112 2.5588 0.3 -0.5 0.2 -0.11
H 0.0221 -1.8044 -2.5269 0.0 -0.3 -0.2 -0.10
H 0.8850 -3.3613 -2.1014 -0.4 0.4 -0.2 -0.07
H -0.7183 -2.9869 -1.3957 -0.2 -0.3 -0.2 -0.05
C 1.9575 0.8039 1.6970 -0.5 0.6 0.0 -0.14
C 2.0365 2.0998 2.2284 -0.1 -0.3 -0.2 -0.08
C 1.1866 3.0784 1.7189 0.1 -0.2 -0.2 -0.11
C 0.2709 2.6980 0.7505 -0.3 -0.3 -0.3 -0.05
H 2.6970 0.0552 1.9736 -0.3 0.0 -0.2 0.08
H 2.7427 2.3016 3.0277 0.1 0.1 -0.2 0.08
H 1.2526 4.1248 2.0216 0.0 -0.3 0.1 0.09
H -0.3755 3.4253 0.2750 0.2 0.2 0.2 0.07
N 0.9875 0.4214 0.8632 -0.2 1.4 -0.3 0.08
C 0.1367 1.3444 0.3758 1.1 0.4 0.9 -0.20
C -0.9593 0.9164 -0.5359 -0.9 -0.1 -0.9 -0.19
N -1.0850 -0.3841 -0.8045 -0.9 0.9 1.3 0.09
C -2.2012 -0.8275 -1.3687 0.0 0.6 -0.7 -0.14
C -3.0003 1.4046 -1.7646 0.6 -0.2 -0.1 -0.11
C -3.1594 0.0254 -1.9287 0.3 0.0 0.5 -0.08
H -2.3186 -1.9047 -1.4334 0.2 0.1 0.0 0.09
H -3.9921 -0.4190 -2.4574 -0.2 0.2 0.0 0.08
C -1.8883 1.8569 -1.0559 0.3 -0.5 0.2 -0.04
H -1.6997 2.9117 -0.8965 -0.4 -0.1 -0.1 0.07
H -3.6940 2.1185 -2.2065 0.1 -0.1 0.1 0.08
Pd 0.9159 -1.9615 0.0442 1.5 -1.0 -1.0 0.42
I 2.5118 -1.1381 -1.8710 2.1 1.0 0.1 -0.03
F -0.7870 -2.4764 0.9832 -1.0 -0.6 0.5 -0.64
```
Positions in Å, forces in eV/Å.

Properties
- Net charge: -2
- E_HOMO: 1.7 eV
- Orbital gap: 3.38 eV

***

# 2
Formula: C26H38O6
Source: the Open Molecules 2025 dataset
Level of theory: ωB97M-V with the def2-TZVPD basis set

Structure (XYZ):
```
70
Properties=species:S:1:pos:R:3:forces:R:3:lowdin_charge:R:1
C 3.5074 0.1461 -5.0646 0.1 -0.2 -0.3 -0.10
C 4.9766 0.1043 -5.4975 -0.1 0.3 0.0 -0.22
C 5.9741 -0.4103 -4.4671 0.1 0.1 -0.1 -0.22
O 6.1737 -1.8131 -4.4471 0.1 -0.1 0.0 -0.13
C 5.0660 -2.5931 -4.0764 -0.2 -0.2 0.1 -0.17
C 4.5720 -2.3231 -2.6746 0.0 0.1 0.1 -0.18
C 3.2132 -2.2267 -2.3888 0.1 -0.1 0.0 -0.01
C 2.7670 -1.9974 -1.0947 0.1 -0.1 -0.1 0.01
C 3.6923 -1.8280 -0.0773 0.0 0.0 0.0 -0.09
C 5.0601 -1.9275 -0.3522 -0.2 0.0 0.0 -0.08
C 5.4948 -2.1851 -1.6413 0.0 -0.1 0.1 0.06
C 6.0285 -1.7747 0.7706 0.0 0.0 0.0 -0.33
O 7.1233 -2.2901 0.7597 0.1 0.2 0.0 0.12
C 5.5521 -0.9662 1.9289 -0.2 -0.1 -0.1 0.03
C 4.2480 -0.8723 2.1883 0.3 0.1 0.1 0.03
C 3.2453 -1.5363 1.3136 0.0 0.0 0.0 -0.33
O 2.1358 -1.8115 1.7137 0.0 0.1 0.0 0.11
H 2.9550 0.8508 -5.6848 0.0 0.1 0.1 0.07
H 3.0222 -0.8223 -5.1946 0.0 0.0 0.1 0.05
H 3.4186 0.4423 -4.0200 -0.1 0.1 0.0 0.07
H 5.0967 -0.4500 -6.4305 0.0 -0.1 0.0 0.12
H 5.2863 1.1297 -5.7197 0.0 0.0 0.0 0.11
H 6.9578 -0.0050 -4.7041 0.0 -0.1 0.0 0.12
H 5.7099 -0.0377 -3.4694 -0.1 -0.1 0.0 0.12
H 5.4079 -3.6290 -4.1249 0.0 0.0 -0.1 0.14
H 4.2378 -2.5010 -4.7866 0.0 0.1 0.0 0.11
H 2.4942 -2.3343 -3.1919 0.0 0.0 0.0 0.12
H 1.7090 -1.9328 -0.8803 0.0 0.0 0.1 0.12
H 6.5550 -2.2692 -1.8424 0.0 0.0 0.0 0.14
H 6.3077 -0.5115 2.5556 0.0 -0.1 0.1 0.12
H 3.8887 -0.3320 3.0548 -0.2 -0.1 0.0 0.12
C -0.5721 -1.4041 4.5106 0.0 0.0 0.0 -0.16
C -0.5547 -0.5585 3.2413 0.0 0.1 0.0 -0.17
C -1.2570 0.7088 3.7077 0.0 0.0 0.1 -0.19
O -0.9345 0.8548 5.0990 0.0 0.0 0.0 -0.14
C -0.3373 -0.3475 5.5823 0.0 0.0 0.0 -0.21
H 0.1826 -2.1896 4.5193 0.0 0.0 0.0 0.11
H -1.5528 -1.8678 4.6447 0.0 0.0 0.0 0.11
H 0.4742 -0.3485 2.9512 0.0 0.0 0.0 0.09
H -1.0568 -1.0256 2.3951 0.0 0.0 0.0 0.11
H -2.3390 0.6224 3.5992 0.0 0.0 0.0 0.10
H -0.9248 1.6016 3.1746 0.0 0.0 0.0 0.12
H 0.7346 -0.1777 5.7395 0.0 0.0 0.0 0.11
H -0.7885 -0.6033 6.5424 0.0 0.0 0.0 0.11
C -5.9813 -0.9867 0.9334 0.0 0.0 0.0 -0.16
C -6.1719 -1.4362 2.3809 0.0 0.0 0.0 -0.17
C -4.7882 -1.1833 2.9652 0.0 0.0 0.0 -0.21
O -4.2542 -0.0650 2.2540 0.0 0.0 0.0 -0.16
C -5.0586 0.2117 1.1050 0.0 0.0 0.0 -0.20
H -6.9102 -0.7309 0.4263 0.0 0.0 0.0 0.11
H -5.4823 -1.7695 0.3582 0.0 0.0 0.0 0.11
H -6.9129 -0.8056 2.8768 0.0 0.0 0.0 0.11
H -6.4859 -2.4741 2.4807 0.0 0.0 0.0 0.11
H -4.1300 -2.0467 2.8157 0.0 0.0 0.0 0.12
H -4.8093 -0.9460 4.0298 0.0 0.0 0.0 0.12
H -5.6292 1.1294 1.2866 0.0 0.0 0.0 0.12
H -4.4082 0.3774 0.2458 0.0 0.0 0.0 0.11
C -3.9181 4.7842 -0.7134 0.0 0.0 -0.1 -0.17
C -5.4241 4.8623 -0.4707 0.0 0.0 0.0 -0.17
C -5.9526 3.8751 -1.5035 0.0 0.0 0.0 -0.21
O -4.9450 2.8731 -1.6507 0.0 0.0 0.0 -0.15
C -3.7372 3.3040 -1.0204 0.0 0.0 0.1 -0.21
H -3.3202 5.1127 0.1351 0.0 0.0 0.0 0.11
H -3.6434 5.3885 -1.5807 0.0 0.0 0.0 0.11
H -5.6604 4.5177 0.5383 0.0 0.0 0.0 0.11
H -5.8373 5.8620 -0.5952 0.0 0.0 0.0 0.11
H -6.1140 4.3618 -2.4715 0.0 0.0 0.0 0.12
H -6.8839 3.3957 -1.1994 0.0 0.0 0.0 0.11
H -3.5946 2.7264 -0.1003 0.0 0.0 0.0 0.11
H -2.8980 3.1039 -1.6877 0.0 0.0 0.0 0.12
```
Positions in Å, forces in eV/Å.

Properties
- Net charge: 0
- E_HOMO: -9.0 eV
- SMILES string: CCCOCc1ccc2c(c1)C(=O)C=CC2=O.C1CCOC1.C1CCOC1.C1CCOC1
- Energy above the lowest of the compared OMol25 structures with the same formula, charge and spin: 372.1 kJ/mol
- Orbital gap: 7.94 eV